<a>
C31H45BN9RuS4Se | the ωB97M-V functional and the def2-TZVPD basis

Calculated values
HOMO (spin up / spin down) in eV: -13.368 / -13.257
Gap between HOMO and LUMO (spin up / spin down) in Eh: 0.196 / 0.205

```
! wB97M-V def2-TZVPD RIJCOSX def2/J DEFGRID3
* xyz 2 2
Ru 2.79642 -0.90876 0.86853
C 0.51576 2.85258 3.74507
C -0.07070 1.63722 3.09018
C -1.21219 1.02622 3.50740
C -1.69003 -0.15597 2.87653
N -1.09760 -0.63050 1.80997
N 0.01802 -0.01406 1.40920
B 0.73107 -0.52323 0.13608
N 0.08290 -1.77292 -0.47568
N -1.11742 -1.54759 -1.03863
C -1.69296 -2.52916 -1.67831
C -1.04183 -3.78402 -1.80573
C 0.18188 -4.00047 -1.25407
C 0.93809 -5.29017 -1.39924
C 0.73706 -2.92165 -0.52244
S 2.22375 -3.10068 0.33672
C -3.04208 -2.20466 -2.32259
C -3.98415 -1.64504 -1.25050
C -2.78827 -1.13188 -3.39483
C -3.67052 -3.43855 -2.96362
N 0.73583 0.61825 -0.92455
N -0.39618 1.33349 -1.01349
C -0.43372 2.29538 -1.89898
C 0.69003 2.56159 -2.72438
C 1.83854 1.84380 -2.60106
C 3.07511 2.11569 -3.40886
C 1.81883 0.81725 -1.62867
S 3.18340 -0.21476 -1.29090
C -1.69824 3.13034 -1.99831
C -1.34563 4.58145 -1.63276
C -2.22302 3.07372 -3.44251
C -2.77233 2.61168 -1.04245
C 0.60446 0.99459 2.03100
S 2.22124 1.35217 1.51410
C -2.87376 -0.92420 3.44302
C -3.29173 -2.05924 2.51276
C -2.42943 -1.50779 4.79475
C -4.06039 0.02667 3.65520
H -0.22361 3.34907 4.36974
H 0.88490 3.55955 3.00076
H 1.36586 2.56817 4.37025
H -1.75095 1.43151 4.35637
H -1.51498 -4.57892 -2.36804
H 0.41911 -5.96940 -2.07188
H 1.05699 -5.78163 -0.43039
H 1.94080 -5.10346 -1.78859
H -3.50321 -0.84587 -0.68430
H -4.29029 -2.43108 -0.55595
H -4.88387 -1.24900 -1.72538
H -2.31108 -0.25546 -2.94945
H -3.73621 -0.82624 -3.84326
H -2.14427 -1.51472 -4.19161
H -3.83852 -4.23431 -2.23344
H -3.06617 -3.83152 -3.78471
H -4.64163 -3.16680 -3.37808
H 0.63832 3.36481 -3.44937
H 2.91563 2.94018 -4.09990
H 3.36778 1.23227 -3.98091
H 3.91024 2.36054 -2.74972
H -0.61495 5.01309 -2.32137
H -0.94416 4.64525 -0.61809
H -2.24639 5.19614 -1.67901
H -1.55192 3.57492 -4.14420
H -3.18844 3.57902 -3.49458
H -2.36523 2.04269 -3.77618
H -2.44738 2.67853 -0.00148
H -3.02165 1.56801 -1.25064
H -3.67396 3.21390 -1.16171
H -2.46510 -2.74555 2.31926
H -3.64284 -1.67235 1.55560
H -4.10296 -2.62030 2.97833
H -1.57888 -2.18233 4.67209
H -3.25302 -2.07521 5.23165
H -2.14990 -0.72542 5.50500
H -4.33930 0.52765 2.72425
H -3.85495 0.78781 4.41112
H -4.92204 -0.54660 4.00129
S 5.03392 -1.75870 0.78323
C 5.98035 -0.28034 0.73445
N 6.57941 0.18705 -0.34616
C 7.34767 1.41478 -0.06103
C 7.20668 1.53164 1.47808
N 6.27592 0.43268 1.79487
H 6.53583 -0.27635 -1.23841
H 6.90592 2.26030 -0.58231
H 8.38036 1.30959 -0.37889
H 6.79063 2.48657 1.78526
H 8.14877 1.37905 1.99731
H 5.77869 0.30824 2.67726
Se 1.87207 -1.91426 3.26963
C 3.28530 -0.82640 3.62055
N 4.18650 -0.09763 3.68473
*
```

Löwdin atomic charge list, values in e, 8 entries: 0.3948, -0.0225, -0.2187, 0.0947, -0.1803, 0.2063, -0.0497, -0.7179

---

<b>
C31H45BN9RuS4Se | the ωB97M-V functional and the def2-TZVPD basis

Calculated values
HOMO (spin up / spin down) in eV: -13.326 / -13.287
Gap between HOMO and LUMO (spin up / spin down) in Eh: 0.209 / 0.211

```
! wB97M-V def2-TZVPD RIJCOSX def2/J DEFGRID3
* xyz 2 2
Ru 2.84263 -0.73191 1.00774
C 0.32546 2.74567 4.06669
C -0.23587 1.59376 3.30884
C -1.42182 0.97652 3.60422
C -1.84989 -0.17216 2.89878
N -1.17726 -0.61854 1.86116
N -0.05475 0.01235 1.54157
B 0.74764 -0.41900 0.29636
N 0.18822 -1.69224 -0.36488
N -0.96624 -1.49964 -1.00960
C -1.51276 -2.50852 -1.63749
C -0.91563 -3.79468 -1.59892
C 0.26374 -4.00113 -0.94445
C 0.95067 -5.31806 -0.87590
C 0.84211 -2.85331 -0.32817
S 2.35940 -2.94761 0.44359
C -2.75940 -2.18122 -2.44543
C -3.80667 -1.53406 -1.53542
C -2.34970 -1.18726 -3.53808
C -3.36129 -3.42840 -3.09500
N 0.70266 0.74693 -0.75374
N -0.42394 1.43137 -0.83975
C -0.50208 2.37954 -1.74815
C 0.57965 2.64274 -2.61778
C 1.75779 1.94742 -2.51662
C 2.94153 2.19611 -3.38424
C 1.79248 0.97933 -1.49046
S 3.20527 0.03215 -1.08819
C -1.78076 3.18855 -1.82180
C -1.44253 4.64453 -1.47506
C -2.33540 3.10682 -3.25081
C -2.81758 2.65352 -0.83907
C 0.49560 0.99933 2.26124
S 2.11800 1.39679 1.80888
C -3.07932 -0.93145 3.34766
C -3.38520 -2.08767 2.40223
C -2.79731 -1.48005 4.75497
C -4.27672 0.02611 3.38440
H -0.43423 3.20591 4.69355
H 0.72509 3.50117 3.39045
H 1.14499 2.40927 4.70403
H -2.02402 1.33780 4.42490
H -1.38703 -4.61524 -2.11597
H 0.41962 -6.05862 -1.46744
H 1.00167 -5.66997 0.15511
H 1.97432 -5.23973 -1.24362
H -3.38451 -0.69267 -0.98642
H -4.20450 -2.25178 -0.81981
H -4.63585 -1.17189 -2.14131
H -1.92228 -0.28721 -3.09538
H -3.22515 -0.90391 -4.11871
H -1.61844 -1.61902 -4.22143
H -3.64531 -4.17915 -2.35700
H -2.68593 -3.88483 -3.81922
H -4.26507 -3.14823 -3.63457
H 0.47871 3.42241 -3.35982
H 2.72752 2.98098 -4.10490
H 3.22303 1.29488 -3.92729
H 3.79802 2.50189 -2.78243
H -0.73198 5.08080 -2.17580
H -1.02775 4.72380 -0.47036
H -2.34827 5.24656 -1.51409
H -1.67945 3.58360 -3.97708
H -3.29271 3.62294 -3.29621
H -2.49693 2.07471 -3.55894
H -2.46810 2.72140 0.18994
H -3.06294 1.61277 -1.04012
H -3.72715 3.24436 -0.93016
H -2.55454 -2.78927 2.33726
H -3.60408 -1.72844 1.40027
H -4.25626 -2.62564 2.77375
H -1.94374 -2.15901 4.74726
H -3.66437 -2.03147 5.11405
H -2.59532 -0.68443 5.47127
H -4.44723 0.48452 2.41057
H -4.15718 0.81749 4.12267
H -5.17297 -0.52966 3.65309
S 4.92928 -1.79596 0.58945
C 5.97654 -0.40350 0.38267
N 6.58731 -0.11514 -0.75601
C 7.44959 1.05838 -0.62295
C 7.34573 1.36843 0.88771
N 6.34227 0.40948 1.34947
H 6.49055 -0.68677 -1.57853
H 7.07775 1.87267 -1.24642
H 8.46788 0.81655 -0.92312
H 7.02194 2.38676 1.09666
H 8.28761 1.18529 1.40586
H 5.92501 0.37852 2.29206
Se 2.17340 -1.66935 3.29850
C 3.63975 -0.68218 3.77420
N 4.59497 -0.03292 3.83106
*
```

Löwdin atomic charge list, values in e, 8 entries: 0.3318, -0.0235, -0.2186, 0.0979, -0.1773, 0.2130, -0.0360, -0.7001

---

Stability ranking, top entry: <b>; the second entry is 45.6 kJ/mol less favorable.

---

<a>
C20H21NO4 | the ωB97M-V functional and the def2-TZVPD basis

Calculated values
HOMO in eV: -8.770
Gap between HOMO and LUMO in Eh: 0.344
Structure (SMILES): O=C(OCC(=O)N1CCCC1)c1ccccc1OCc1ccccc1

```
! wB97M-V def2-TZVPD RIJCOSX def2/J DEFGRID3
* xyz 0 1
O 1.70953 1.92553 -0.86752
C 0.54706 1.60771 -0.71970
O 0.09134 0.38221 -0.97578
C 1.04056 -0.60345 -1.35834
H 0.44977 -1.39842 -1.81927
C 1.72522 -1.17852 -0.10719
O 1.07486 -1.78903 0.72327
N 3.04389 -0.98997 0.02180
C 3.94821 -0.25117 -0.84334
C 5.24301 -0.16631 -0.03520
H 6.12084 -0.09977 -0.67436
C 5.20993 -1.44178 0.80360
C 3.73714 -1.54341 1.17687
H 3.39241 -2.56350 1.35655
H 3.50692 -0.94531 2.06548
H 5.85524 -1.39087 1.67751
H 5.50590 -2.29913 0.19769
H 5.21687 0.70748 0.61597
H 3.54497 0.73737 -1.07044
H 4.11097 -0.80510 -1.77639
H 1.75300 -0.18368 -2.07170
C -0.49360 2.54958 -0.25604
C -0.11160 3.88199 -0.11362
C -0.99649 4.83867 0.33709
C -2.28909 4.45937 0.66091
C -2.69165 3.14355 0.53293
C -1.81111 2.16381 0.06983
O -2.13840 0.87210 -0.08384
C -3.40705 0.40297 0.32496
C -3.45235 -1.09114 0.12415
C -2.31058 -1.86001 0.30374
C -2.36413 -3.23167 0.12928
C -3.55568 -3.84721 -0.21360
C -4.69756 -3.08358 -0.38828
C -4.64524 -1.71057 -0.22455
H -5.53790 -1.11704 -0.36743
H -5.63088 -3.55664 -0.65761
H -3.59730 -4.91863 -0.34624
H -1.46626 -3.81450 0.26910
H -1.37641 -1.39041 0.56694
H -3.57021 0.63492 1.38981
H -4.20357 0.88428 -0.26049
H -3.70464 2.88021 0.79365
H -2.99574 5.19393 1.01848
H -0.68612 5.86667 0.43897
H 0.90588 4.13848 -0.36767
*
```

natural (NBO) atomic charge list, values in e, 8 entries: -0.6324, 0.7947, -0.4706, -0.1613, 0.2215, 0.6528, -0.6370, -0.4149

---

<b>
C20H21NO4 | the ωB97M-V functional and the def2-TZVPD basis

Calculated values
HOMO in eV: -8.863
Gap between HOMO and LUMO in Eh: 0.323
Structure (SMILES): COc1ccc(C(=O)CC(=O)C(=O)NCCc2cccc(C)c2)cc1

```
! wB97M-V def2-TZVPD RIJCOSX def2/J DEFGRID3
* xyz 0 1
C 1.38666 2.63108 -2.81999
H 2.13748 2.00485 -2.32802
O 0.12364 2.48879 -2.21353
C -0.46194 1.26506 -2.20320
C 0.07314 0.11361 -2.77638
C -0.61701 -1.08076 -2.69181
C -1.82032 -1.16840 -1.99851
C -2.35732 -0.01082 -1.43208
C -1.69815 1.19075 -1.55299
H -2.11545 2.09571 -1.14159
H -3.30729 -0.03683 -0.92147
C -2.47672 -2.48845 -1.86958
O -2.50066 -3.31352 -2.74453
C -3.16081 -2.71310 -0.51261
C -2.32267 -2.16546 0.60084
O -2.70312 -1.42969 1.48100
C -0.86011 -2.61580 0.51309
O -0.46213 -3.32049 -0.39512
N -0.11054 -2.15669 1.52432
H -0.54044 -1.49692 2.15881
C 1.31492 -2.36801 1.57881
H 1.51222 -3.33257 1.10411
H 1.62605 -2.40063 2.62506
C 2.08375 -1.26760 0.82774
C 1.91187 0.06409 1.50098
C 2.78334 0.46282 2.50767
C 2.59876 1.67441 3.14708
C 1.54434 2.49740 2.79005
C 0.65979 2.11611 1.79082
C 0.85479 0.89386 1.15843
H 0.16961 0.58864 0.37908
C -0.48337 2.99295 1.38331
H -0.52227 3.89291 1.99185
H -0.37764 3.28048 0.33792
H -1.42545 2.45659 1.48954
H 1.40928 3.44471 3.29186
H 3.28070 1.98143 3.92662
H 3.60947 -0.17636 2.78505
H 3.13874 -1.54439 0.80281
H 1.70777 -1.22890 -0.19662
H -4.15262 -2.25748 -0.50796
H -3.26371 -3.79314 -0.38361
H -0.21159 -1.97847 -3.13221
H 1.02014 0.13847 -3.29180
H 1.65563 3.67879 -2.69637
H 1.34927 2.39098 -3.88685
*
```

natural (NBO) atomic charge list, values in e, 8 entries: -0.2534, 0.1817, -0.4930, 0.3309, -0.3365, -0.0662, -0.2508, -0.1158

---

Stability ranking, top entry: <b>; the second entry is 4.9 kJ/mol less favorable.

---

<a>
C3H10N2O4 | the ωB97M-V functional and the def2-TZVPD basis

Calculated values
HOMO in eV: -10.069
Gap between HOMO and LUMO in Eh: 0.395
Structure (SMILES): O=C(O)C(O)O.CNN

```
! wB97M-V def2-TZVPD RIJCOSX def2/J DEFGRID3
* xyz 0 1
C -1.36544 0.50399 0.82328
C 2.02902 -0.55556 0.03985
C 1.69695 0.84107 -0.39017
N -2.08491 -1.39806 -0.35984
N -1.90749 0.06438 -0.41038
O 2.43404 -0.82062 1.13854
O 1.91022 -1.46170 -1.01354
O 0.64926 1.05519 -1.30268
O 1.67424 1.73104 0.65409
H -1.05407 1.57969 0.60862
H -1.97447 0.40240 1.71625
H 2.57882 1.09932 -0.97063
H -2.27489 -1.68571 -1.28975
H -2.88264 -1.59782 0.30012
H -2.87306 0.36383 -0.37751
H -0.41057 -0.05847 1.08797
H 1.57420 -2.27624 -0.63126
H -0.06666 0.51800 -1.01775
H 2.34746 1.69530 1.39479
*
```

natural (NBO) atomic charge list, values in e, 8 entries: -0.4574, 0.7414, 0.2601, -0.6958, -0.4757, -0.5621, -0.6978, -0.6753

---

<b>
C3H10N2O4 | the ωB97M-V functional and the def2-TZVPD basis

Calculated values
HOMO in eV: -9.818
Gap between HOMO and LUMO in Eh: 0.377
Structure (SMILES): NC(=O)NCC=O.O.O

```
! wB97M-V def2-TZVPD RIJCOSX def2/J DEFGRID3
* xyz 0 1
O 2.60148 0.11695 1.09321
C 1.72463 0.77035 0.57888
C 0.32051 0.76718 1.14106
N -0.63683 1.44652 0.28343
C -1.32441 0.84520 -0.74050
N -0.90678 -0.41767 -1.12418
O -2.27736 1.39076 -1.26152
H 1.93536 1.42761 -0.27421
H 0.03660 -0.26409 1.37387
H 0.35548 1.22915 2.13154
H -1.05575 2.28058 0.65692
H -1.33647 -0.75269 -1.96404
H 0.07362 -0.65569 -1.03493
H -1.79681 -1.25173 0.66118
H -3.07429 -1.74934 1.28437
O -2.14273 -1.64816 1.45987
H 2.72948 -1.28427 -0.68486
H 2.62621 -1.24416 -2.18886
O 2.14808 -1.00648 -1.39122
*
```

natural (NBO) atomic charge list, values in e, 8 entries: -0.5510, 0.4434, -0.3624, -0.6397, 0.7741, -0.8860, -0.6440, 0.1316

---

Stability ranking, top entry: <b>; the second entry is 252.0 kJ/mol less favorable.

---

<a>
C4H6O4 | the ωB97M-V functional and the def2-TZVPD basis

Calculated values
HOMO in eV: -8.711
Gap between HOMO and LUMO in Eh: 0.336
Structure (SMILES): O=C(O)O.C=C=CO

```
! wB97M-V def2-TZVPD RIJCOSX def2/J DEFGRID3
* xyz 0 1
C -0.49884 1.53678 -0.16888
C 0.78730 0.16006 -1.91625
C 0.31119 0.87761 -0.92178
C -0.11919 -0.88324 1.25049
O 1.11481 -1.15984 -1.91826
O -1.21677 -1.18172 0.58299
O 0.93201 -1.41032 0.92679
O -0.21075 0.07803 2.27088
H -0.37789 2.15272 0.65492
H -1.62489 1.34646 -0.22565
H 0.85081 0.46417 -2.96207
H -1.82287 -0.46278 0.69321
H 1.23615 -1.47479 -0.98099
H 0.63893 -0.04315 2.71461
*
```

natural (NBO) atomic charge list, values in e, 8 entries: -0.4415, 0.1105, -0.0842, 1.0055, -0.6840, -0.6449, -0.6524, -0.6980

---

<b>
C4H6O4 | the ωB97M-V functional and the def2-TZVPD basis

Calculated values
HOMO in eV: -8.385
Gap between HOMO and LUMO in Eh: 0.300

```
! wB97M-V def2-TZVPD RIJCOSX def2/J DEFGRID3
* xyz 0 1
C 0.24911 -0.59593 0.78287
C 0.54826 -0.52759 -0.77392
C -0.53820 0.53316 0.16254
C -0.27534 1.89041 -0.14181
H -0.18705 -2.70904 0.94726
H 1.04806 -0.35615 1.31666
H 0.10346 -1.48395 -1.23523
H 1.60179 0.97154 -1.32617
H -1.81000 -1.05433 0.42136
H -0.96334 2.65722 -0.21666
O -0.64625 -1.74465 1.09720
O 1.79333 -0.31390 -1.26952
O -1.85255 0.50524 0.41865
O 0.92872 2.22799 -0.18323
*
```

natural (NBO) atomic charge list, values in e, 8 entries: 0.0030, 0.0605, 0.1506, 0.3842, 0.5373, 0.2027, 0.1664, 0.5049

---

Stability ranking, top entry: <a>; the second entry is 581.8 kJ/mol less favorable.